(1)
{"formula": "C31H42AsFeN6OSSe", "method": "ωB97M-V with the def2-TZVPD basis set", "orbital_gap_ev": [5.35, 4.42], "total_charge": 2, "spin_multiplicity": 2, "relative_energy_kcal_mol": 60.2, "symbols": ["Fe", "N", "C", "S", "N", "N", "C", "C", "C", "C", "C", "C", "C", "C", "C", "C", "C", "C", "N", "H", "H", "H", "H", "H", "H", "H", "H", "H", "H", "H", "C", "As", "C", "C", "O", "H", "H", "H", "H", "H", "H", "H", "H", "H", "C", "C", "C", "C", "N", "C", "Se", "N", "C", "C", "C", "C", "C", "C", "C", "C", "C", "C", "H", "H", "H", "H", "H", "H", "H", "H", "H", "H", "H", "H", "H", "H", "H", "H", "H", "H", "H", "H", "H", "H"], "positions_angstrom": [[0.352, -2.538, 0.926], [3.765, -1.644, -1.343], [2.781, -2.198, -0.620], [1.917, -1.137, 0.497], [2.514, -3.458, -0.745], [1.447, -3.793, 0.075], [1.287, -5.044, 0.367], [2.103, -6.182, -0.077], [2.479, -7.134, 0.873], [3.265, -8.212, 0.504], [3.655, -8.358, -0.820], [3.270, -7.423, -1.772], [2.508, -6.328, -1.405], [0.156, -5.248, 1.305], [-0.508, -6.448, 1.471], [-1.580, -6.495, 2.353], [-1.948, -5.349, 3.038], [-1.250, -4.179, 2.800], [-0.218, -4.126, 1.952], [4.073, -0.705, -1.164], [4.354, -2.252, -1.890], [2.186, -7.023, 1.910], [3.572, -8.935, 1.247], [4.260, -9.206, -1.112], [3.570, -7.545, -2.803], [2.217, -5.597, -2.145], [-0.190, -7.320, 0.919], [-2.119, -7.421, 2.502], [-2.768, -5.349, 3.742], [-1.503, -3.260, 3.314], [-3.740, -3.324, -0.877], [-2.635, -1.792, -0.670], [-2.268, -1.047, -2.374], [-3.512, -0.527, 0.437], [-1.186, -2.296, 0.046], [-4.676, -3.028, -1.349], [-3.941, -3.756, 0.101], [-3.225, -4.048, -1.506], [-3.170, -0.575, -2.760], [-1.953, -1.845, -3.046], [-1.475, -0.309, -2.258], [-4.265, 0.002, -0.144], [-2.764, 0.176, 0.806], [-3.988, -1.047, 1.269], [0.334, 5.208, 3.792], [-0.442, 4.101, 3.091], [0.371, 2.835, 2.835], [1.552, 2.995, 1.884], [1.167, 3.557, 0.586], [0.431, 2.930, -0.350], [-0.089, 1.129, -0.291], [0.225, 3.775, -1.376], [-0.516, 3.463, -2.600], [-2.022, 3.418, -2.367], [-2.620, 4.746, -1.905], [-2.651, 5.811, -2.994], [0.884, 4.976, -1.112], [1.000, 6.149, -1.855], [1.759, 7.159, -1.303], [2.386, 7.010, -0.056], [2.266, 5.851, 0.680], [1.488, 4.835, 0.129], [-0.325, 6.023, 4.086], [1.106, 5.643, 3.157], [0.817, 4.833, 4.697], [-0.861, 4.466, 2.148], [-1.299, 3.826, 3.709], [-0.276, 2.049, 2.443], [0.776, 2.466, 3.783], [2.034, 2.035, 1.695], [2.305, 3.666, 2.294], [-0.133, 2.516, -2.981], [-0.258, 4.236, -3.321], [-2.233, 2.632, -1.637], [-2.487, 3.113, -3.310], [-2.066, 5.113, -1.035], [-3.638, 4.565, -1.554], [-1.654, 6.117, -3.310], [-3.162, 6.711, -2.653], [-3.178, 5.450, -3.879], [0.531, 6.268, -2.820], [1.881, 8.087, -1.843], [2.983, 7.823, 0.333], [2.764, 5.741, 1.632]]}


(2)
{"formula": "C35H63Br2F8N5O12", "method": "ωB97M-V with the def2-TZVPD basis set", "orbital_gap_ev": 6.86, "spin_multiplicity": 1, "smiles": "CCO[C@]1([C@@H](Br)CC)N[C@@H](C(=O)[O-])[C@@](CON=O)(CC(=O)O)[N@H+](CCOCC(F)(F)C(F)(F)C(F)(F)C(F)F)[C@H]1[C@@H](Br)CC.COCCNCCOC.COCCNCCOC", "symbols": ["C", "C", "O", "C", "C", "Br", "C", "C", "N", "C", "C", "O", "O", "C", "C", "O", "N", "O", "C", "C", "O", "O", "N", "C", "C", "O", "C", "C", "F", "F", "C", "F", "F", "C", "F", "F", "C", "F", "F", "C", "C", "Br", "C", "C", "H", "H", "H", "H", "H", "H", "H", "H", "H", "H", "H", "H", "H", "H", "H", "H", "H", "H", "H", "H", "H", "H", "H", "H", "H", "H", "H", "H", "H", "H", "H", "H", "H", "C", "O", "C", "C", "N", "C", "C", "O", "C", "H", "H", "H", "H", "H", "H", "H", "H", "H", "H", "H", "H", "H", "H", "H", "C", "O", "C", "C", "N", "C", "C", "O", "C", "H", "H", "H", "H", "H", "H", "H", "H", "H", "H", "H", "H", "H", "H", "H"], "positions_angstrom": [[3.460, -0.382, 3.713], [3.544, 0.433, 2.252], [2.289, 0.864, 1.714], [1.743, 0.046, 0.576], [1.977, -1.546, 0.699], [0.503, -2.757, 0.013], [3.315, -2.186, -0.026], [3.886, -3.427, 0.944], [2.545, 0.506, -0.587], [1.957, 0.509, -1.923], [1.850, -0.886, -2.752], [3.036, -1.365, -3.228], [0.677, -1.669, -3.136], [0.546, 1.413, -1.851], [1.019, 2.923, -1.452], [-0.083, 3.850, -1.050], [0.443, 4.809, -0.227], [-0.441, 5.259, 0.510], [0.132, 1.447, -3.428], [-0.591, 2.800, -4.000], [-1.913, 2.833, -4.329], [0.115, 4.089, -4.306], [-0.393, 0.711, -0.898], [-1.820, 1.185, -0.991], [-2.963, -0.034, -0.906], [-3.693, -0.201, -2.206], [-4.066, -1.624, -2.206], [-5.307, -2.021, -3.199], [-4.889, -1.583, -4.584], [-5.443, -3.519, -3.300], [-6.724, -1.261, -2.888], [-6.745, 0.011, -3.648], [-7.806, -2.120, -3.498], [-7.045, -0.997, -1.303], [-6.267, 0.165, -0.732], [-8.486, -0.544, -1.243], [-6.957, -2.323, -0.342], [-7.286, -3.604, -1.009], [-7.997, -2.121, 0.735], [0.153, 0.585, 0.544], [-0.840, -0.036, 1.642], [-0.042, -0.738, 3.359], [-1.989, 0.979, 2.312], [-1.353, 2.282, 3.077], [3.348, -1.539, 3.583], [2.618, 0.133, 4.341], [4.477, -0.220, 4.316], [4.139, 1.429, 2.552], [4.285, -0.141, 1.557], [2.104, -1.906, 1.832], [2.992, -2.751, -1.027], [4.218, -1.470, -0.155], [4.900, -3.875, 0.544], [3.084, -4.283, 0.883], [3.945, -3.093, 2.074], [3.561, 0.567, -0.484], [2.656, 1.204, -2.606], [1.764, 2.984, -0.520], [1.667, 3.358, -2.355], [-0.625, 0.547, -3.628], [1.049, 1.302, -4.182], [-0.447, 4.841, -3.905], [-0.427, -0.300, -1.234], [-2.135, 1.702, -2.004], [-2.027, 2.059, -0.204], [-3.788, 0.169, -0.100], [-2.409, -1.066, -0.735], [-4.298, -2.077, -1.151], [-3.111, -2.213, -2.614], [-5.929, -2.420, 0.253], [0.228, 1.737, 0.869], [-1.473, -0.961, 1.232], [-2.491, 0.326, 3.179], [-2.880, 1.210, 1.586], [-1.627, 2.324, 4.222], [-1.736, 3.243, 2.527], [-0.177, 2.254, 2.976], [-0.993, 4.586, 10.403], [-1.575, 5.285, 9.310], [-1.038, 6.603, 9.144], [-0.247, 6.693, 7.829], [0.999, 5.924, 7.912], [1.682, 5.780, 6.621], [0.963, 4.954, 5.536], [0.842, 3.566, 5.854], [-0.310, 3.236, 6.618], [-1.532, 3.643, 10.531], [0.056, 4.357, 10.202], [-1.081, 5.164, 11.328], [-0.430, 6.916, 10.001], [-1.894, 7.284, 9.082], [-0.013, 7.742, 7.621], [-0.888, 6.314, 7.027], [0.793, 4.995, 8.270], [2.644, 5.297, 6.830], [1.912, 6.775, 6.224], [1.584, 4.997, 4.635], [-0.005, 5.380, 5.252], [-1.160, 3.888, 6.398], [-0.075, 3.262, 7.681], [-0.594, 2.209, 6.375], [3.943, -4.753, -8.661], [2.818, -4.072, -8.121], [1.573, -4.689, -8.471], [0.898, -5.271, -7.219], [1.627, -6.443, -6.725], [1.171, -6.902, -5.408], [1.405, -5.954, -4.215], [2.784, -5.763, -3.892], [3.419, -4.719, -4.618], [4.836, -4.160, -8.446], [4.062, -5.735, -8.195], [3.851, -4.861, -9.746], [1.691, -5.448, -9.254], [0.933, -3.896, -8.874], [-0.129, -5.561, -7.465], [0.864, -4.482, -6.461], [2.617, -6.215, -6.658], [1.703, -7.838, -5.203], [0.105, -7.153, -5.465], [0.959, -6.429, -3.334], [0.890, -4.994, -4.329], [2.733, -3.906, -4.870], [3.883, -5.118, -5.520], [4.220, -4.313, -3.995]]}


(3)
{"formula": "C30H40O5", "method": "ωB97M-V with the def2-TZVPD basis set", "orbital_gap_ev": 2.26, "spin_multiplicity": 1, "relative_energy_kcal_mol": 73.6, "symbols": ["C", "C", "O", "C", "C", "C", "O", "C", "C", "C", "C", "C", "C", "C", "C", "C", "C", "O", "H", "H", "H", "H", "H", "H", "H", "H", "H", "H", "H", "H", "H", "H", "H", "H", "H", "H", "H", "H", "H", "H", "H", "H", "H", "C", "O", "C", "C", "C", "C", "C", "C", "C", "C", "C", "O", "C", "C", "C", "C", "C", "H", "H", "H", "H", "H", "H", "H", "H", "H", "H", "H", "H", "H", "H", "H"], "positions_angstrom": [[3.576, -2.683, -0.116], [2.361, -1.820, 0.120], [1.634, -2.202, 1.261], [0.436, -1.534, 1.279], [-0.465, -1.886, 2.350], [-1.776, -1.348, 2.485], [-2.602, -1.879, 3.221], [-2.179, -0.119, 1.724], [-2.734, -0.421, 0.333], [-4.121, -1.113, 0.330], [-4.082, -2.553, -0.230], [-3.966, -3.643, 0.856], [-3.066, -4.817, 0.431], [-1.590, -4.568, 0.766], [-1.286, -4.847, 2.240], [0.081, -4.315, 2.706], [-0.022, -2.919, 3.321], [0.118, -0.725, 0.408], [4.148, -2.347, -0.983], [4.231, -2.665, 0.755], [3.282, -3.720, -0.279], [2.625, -0.763, 0.252], [1.668, -1.871, -0.731], [-2.927, 0.418, 2.312], [-1.310, 0.546, 1.657], [-2.778, 0.509, -0.250], [-2.009, -1.044, -0.203], [-4.528, -1.124, 1.348], [-4.836, -0.504, -0.240], [-4.966, -2.749, -0.851], [-3.241, -2.635, -0.928], [-3.569, -3.196, 1.775], [-4.970, -3.994, 1.129], [-3.388, -5.741, 0.926], [-3.200, -5.004, -0.642], [-0.937, -5.184, 0.136], [-1.332, -3.532, 0.518], [-2.069, -4.398, 2.864], [-1.367, -5.926, 2.422], [0.526, -5.001, 3.438], [0.777, -4.290, 1.859], [0.942, -2.608, 3.745], [-0.731, -2.934, 4.157], [7.073, 3.821, -0.126], [6.662, 2.606, -0.708], [5.298, 2.493, -0.954], [4.847, 1.335, -1.609], [3.532, 1.166, -1.936], [2.567, 2.157, -1.641], [1.229, 1.943, -2.061], [0.114, 2.818, -2.097], [-1.157, 2.273, -2.388], [-2.283, 3.049, -2.387], [-2.224, 4.424, -2.107], [-3.424, 5.127, -2.072], [-3.324, 6.471, -1.662], [-0.957, 4.989, -1.892], [0.173, 4.218, -1.901], [3.014, 3.280, -0.910], [4.335, 3.448, -0.589], [8.153, 3.778, 0.024], [6.844, 4.652, -0.793], [6.592, 3.956, 0.842], [5.571, 0.581, -1.856], [3.218, 0.270, -2.444], [1.023, 0.945, -2.408], [-1.234, 1.220, -2.601], [-3.243, 2.615, -2.593], [-4.325, 6.902, -1.658], [-2.914, 6.523, -0.653], [-2.705, 7.034, -2.361], [-0.878, 6.049, -1.729], [1.129, 4.700, -1.817], [2.297, 3.989, -0.540], [4.642, 4.318, -0.040]]}


(4)
{"formula": "C6H10N2", "method": "ωB97M-V with the def2-TZVPD basis set", "orbital_gap_ev": 8.62, "spin_multiplicity": 1, "relative_energy_kcal_mol": 142.5, "symbols": ["C", "C", "C", "C", "C", "C", "H", "H", "H", "H", "H", "H", "H", "H", "H", "H", "N", "N"], "positions_angstrom": [[-1.739, -0.281, -0.672], [-0.228, 0.345, 0.999], [0.201, 1.041, -0.253], [1.813, 0.541, -0.332], [0.177, -0.884, 0.280], [-0.277, -0.182, -0.890], [-2.090, 0.558, -1.289], [-2.355, -1.242, -0.780], [-1.783, 1.266, 0.678], [-0.236, 0.684, 2.059], [0.118, 2.037, -0.428], [2.755, 1.105, 0.315], [2.095, 0.204, -1.432], [2.373, -1.183, 0.862], [-0.370, -1.910, 0.423], [0.237, -0.449, -1.740], [-1.664, 0.109, 0.704], [1.604, -0.760, 0.230]]}


(5)
{"formula": "C3H12NO2", "method": "ωB97M-V with the def2-TZVPD basis set", "orbital_gap_ev": 11.62, "total_charge": 1, "spin_multiplicity": 1, "relative_energy_kcal_mol": 28.8, "symbols": ["C", "C", "C", "O", "N", "H", "H", "H", "H", "H", "H", "H", "H", "H", "H", "H", "H", "O"], "positions_angstrom": [[0.677, -0.741, -0.511], [-0.342, 0.175, -1.294], [-1.719, -0.450, -1.408], [-0.351, 1.378, -0.593], [1.498, 0.193, 0.439], [0.111, -1.321, 0.239], [1.311, -1.373, -1.078], [0.111, 0.249, -2.243], [-1.693, -1.309, -2.132], [-2.420, 0.162, -1.766], [-2.118, -0.793, -0.377], [-0.278, 2.189, -1.198], [1.115, 0.110, 1.453], [1.527, 1.141, 0.143], [2.533, -0.224, 0.380], [0.288, 0.942, 3.602], [-0.303, -0.552, 3.420], [0.053, 0.223, 2.925]]}


(6)
{"formula": "C2H8N2O", "method": "ωB97M-V with the def2-TZVPD basis set", "orbital_gap_ev": 9.08, "spin_multiplicity": 1, "relative_energy_kcal_mol": 42.1, "smiles": "N/C=C/N.O", "symbols": ["C", "C", "N", "N", "H", "H", "H", "H", "H", "H", "H", "H", "O"], "positions_angstrom": [[-1.449, -0.207, 0.319], [-0.331, 0.194, -0.264], [-0.189, 1.450, -0.896], [-1.499, -1.380, 1.142], [-2.379, 0.333, 0.195], [0.590, -0.308, 0.007], [0.373, 1.378, -1.741], [-1.093, 1.762, -1.249], [-2.366, -1.859, 0.968], [-1.498, -1.045, 2.110], [3.995, 0.043, 0.074], [2.690, 0.067, -0.678], [3.157, -0.429, 0.014]]}


Number 1: calculated total energy -7908.85709 Eh. Number 2: calculated total energy -8494.19501 Eh. Number 3: calculated total energy -1543.19959 Eh. Number 4: calculated total energy -343.90969 Eh. Number 5: calculated total energy -326.46721 Eh. Number 6: calculated total energy -265.71602 Eh.